This record from OMol25 describes 12 unconnected molecules or ions with the total composition C72H48O36 in a non-equilibrium geometry. The level of theory is ωB97M-V/def2-TZVPD.

Computed properties:
DFT total energy: -149140.4668 eV
Gap between HOMO and LUMO: 7.51 eV
Energy relative to the best compared isomer or geometry (same formula, charge and spin): 0.0 kcal per mole
HOMO: -9.46 eV
SMILES: O=C1C=C(O)C(=O)C=C1O.O=C1C=C(O)C(=O)C=C1O.O=C1C=C(O)C(=O)C=C1O.O=C1C=C(O)C(=O)C=C1O.O=C1C=C(O)C(=O)C=C1O.O=C1C=C(O)C(=O)C=C1O.O=C1C=CC(=O)C=C1.O=C1C=CC(=O)C=C1.O=C1C=CC(=O)C=C1.O=C1C=CC(=O)C=C1.O=C1C=CC(=O)C=C1.O=C1C=CC(=O)C=C1

The geometry in XYZ format:
```
156
Properties=species:S:1:pos:R:3:forces:R:3:mulliken_charge:R:1
O -3.88383 0.92615 -4.89160 0.6937 0.4385 0.1939 -0.657
O -2.27797 -8.11812 -0.75168 -0.0853 -0.8338 0.2301 -0.523
O -0.15835 -0.13611 5.99551 -1.3783 1.3254 0.2865 -0.422
O -2.81762 1.51229 3.13118 -0.6928 -0.0328 0.0458 -0.209
O 2.90184 7.23388 -3.78461 -0.3744 0.2068 -0.1309 -0.612
O 1.70317 -4.07199 1.91965 -0.9076 1.7456 -0.7449 -0.142
O 2.42139 -1.34411 -0.27160 0.1034 0.8377 0.5667 -0.681
O 1.51077 -0.18458 -3.32190 0.8150 0.2664 0.4929 -0.031
O 3.69014 -2.05637 2.82372 1.4768 -2.7993 -0.2107 -0.605
O 3.16167 0.42038 2.67923 -0.3974 -1.1027 1.6490 -0.736
O -0.78263 4.48054 -2.58995 0.3638 0.4288 0.1838 0.079
O 1.66870 5.15159 -0.38885 0.6440 0.0099 0.0941 -0.604
O 1.24011 2.17469 -4.93607 -0.6002 -0.7923 -0.4011 -0.376
O -4.55140 -2.39782 5.34790 -0.5651 0.3455 -0.0569 -0.551
O -1.32868 -2.95058 -0.57343 -0.3301 -0.0462 -0.2704 -0.148
O 2.49645 2.65831 -2.72968 -0.0152 -0.1827 0.0419 -0.328
O -1.87934 9.07233 -0.53809 1.0938 -2.2156 -0.3469 -0.590
O -4.37248 0.08656 7.33068 0.3511 0.3940 -0.8699 -0.563
O 7.07861 0.90614 -6.47516 -0.1404 -1.1900 1.8787 -0.561
O -2.20211 -3.45095 -4.81289 0.6543 0.0900 0.0007 -0.606
O 5.02487 -0.93773 -1.90457 0.3844 -0.1370 -0.6368 -0.426
O 0.75488 -2.42161 6.44149 0.1012 0.4257 -0.9127 -0.741
O -4.33372 -4.93539 5.61376 0.5427 0.4197 0.0841 -0.703
O 3.75415 -3.68071 0.04980 -0.2093 2.3715 -1.3605 -0.417
O -1.20657 3.09545 4.15011 0.3840 0.4966 -0.4538 -0.563
O 1.25778 6.81061 -5.62871 -0.6108 0.5967 -0.4418 -0.705
O -5.51251 -1.08092 -1.57804 -0.6183 1.7839 0.1715 -0.601
O -0.28980 -2.39130 3.32515 -0.2523 -0.2791 -0.1791 0.466
O 3.96619 -7.71028 3.60976 0.1723 -0.6285 0.6413 -0.602
O -0.67883 2.59542 1.41848 -0.4287 0.7271 0.2102 -0.637
O -0.20434 -4.94087 3.51812 1.5914 -0.8075 -0.8724 -0.487
O 5.92617 -7.17367 2.15004 3.7232 -2.4611 0.0305 -0.629
O -5.22567 3.86093 0.36312 0.4626 0.8170 0.2602 -0.561
O -2.38636 5.34625 -4.28329 -0.7004 1.3963 -1.3246 -0.675
O -2.63096 1.72699 8.38128 -0.3143 -0.0575 0.1873 -0.670
O -2.03726 0.11599 -3.27509 0.3211 -1.2941 0.3852 -0.092
C 0.24403 8.31872 -1.16289 1.1828 -0.6090 -0.1319 -0.491
C 3.81995 -6.71766 2.77814 -0.1608 0.2837 -0.4559 0.597
C -4.14868 1.80400 -0.11911 1.8495 -0.3215 0.4162 0.059
C -1.43192 3.58464 -3.09959 0.1820 0.7976 -0.2431 -0.084
C -1.10032 8.09839 -0.61500 -0.6943 2.6126 0.4339 0.313
C -3.41879 -2.89342 4.90818 -0.7107 -2.2201 0.8298 0.727
C -1.03328 -6.36462 0.21168 -0.1019 0.4210 -0.7460 -0.257
C -5.26299 2.77902 -0.15389 -1.2593 -0.8968 0.0073 0.164
C 2.70559 -5.98725 2.70108 -0.6353 -0.3363 0.7957 -1.495
C 5.03088 -6.45055 1.91299 -3.1279 1.8129 1.2855 0.809
C -2.43185 4.05391 -4.18943 1.7720 -0.0396 2.0076 0.049
C 2.29923 3.65309 -3.39617 -0.5954 0.2428 -1.2849 0.982
C 1.27482 -1.86933 5.46625 -0.4738 0.3127 1.4903 0.994
C -1.79647 2.59731 6.35790 -0.8429 0.5106 -0.2420 -0.775
C 0.92955 -1.10547 -3.83140 -2.6701 -0.6568 -1.1984 -0.152
C 1.11755 4.48787 -5.48179 -0.9728 -1.0813 -0.2259 -0.855
C 2.59413 -0.20328 3.59489 -1.3224 0.9074 -0.8910 0.928
C -6.55500 2.31140 -0.80103 1.5246 -0.9859 -1.1267 -0.585
C -0.65369 -1.86217 -5.61456 0.2470 1.9595 0.3128 -0.526
C -2.16307 -6.93215 -0.59476 -0.1081 0.2886 -0.2012 0.061
C -3.17587 3.19403 -4.85770 -1.8821 -0.7447 -2.0227 -1.223
C -6.57179 1.09415 -1.37864 -0.5833 -0.6465 0.7907 -0.606
C 1.97723 1.03096 -0.32600 -0.9134 0.1959 0.7410 -0.016
C 0.66434 -2.43638 -3.20421 3.0599 0.9306 1.4454 -0.430
C -1.37035 6.82961 0.05607 -0.1833 -1.9692 0.6742 -0.492
C 2.89836 -1.68003 3.76476 -0.7995 1.9986 -0.0167 0.101
C 7.14314 -0.77017 -4.76593 0.2464 -2.0018 -0.3247 -0.586
C -1.22929 2.21538 -2.80364 -0.6658 -0.1415 -1.0127 0.724
C -1.26109 -4.40830 4.01772 -0.5360 -1.1666 -0.0238 0.253
C 5.44097 -0.60067 -2.99871 -1.4950 1.2930 0.4961 0.254
C -2.28107 -5.13955 4.55773 1.7736 0.9436 -0.1001 -0.945
C -2.62871 -4.74396 -1.47538 -2.0283 2.6523 -0.8077 -0.395
C -0.42294 5.85224 0.23713 -2.3056 1.5541 0.1644 -0.315
C 1.50772 0.36005 4.39836 1.0742 1.6448 -1.8921 -0.860
C -0.64595 -5.10453 0.00983 0.6131 0.2344 1.3422 0.331
C 1.52748 5.77663 -5.04746 0.7142 0.6883 -0.1330 1.338
C 5.69229 1.23333 -4.61500 -0.9090 0.2794 0.6456 -0.293
C 2.84251 4.95070 -3.09922 0.0463 0.0549 -0.3473 -1.420
C 3.89190 -4.54295 0.97109 -0.4201 -1.9814 1.6555 0.450
C -3.77678 0.69736 5.11486 -0.7572 0.7523 1.3473 -1.105
C 0.20745 -0.92192 -5.14165 -0.0564 -0.6606 -0.6075 -0.539
C 4.97894 0.71994 -3.60760 1.2487 -0.9596 0.3025 0.521
C -2.45575 -2.25819 4.27344 0.9612 2.2895 -1.2551 -1.020
C 0.58111 -0.62370 0.93766 -2.3864 -0.0023 1.4579 0.392
C 6.44430 -1.34812 -3.74928 1.2619 1.3549 -2.1750 -0.565
C 2.34000 -2.41681 4.72977 1.1875 -0.5491 -0.4416 -0.586
C 2.48867 5.98890 -3.90108 0.3447 -1.3175 1.0948 0.256
C 1.78170 -0.38778 0.16009 0.0379 0.4085 -1.3395 0.299
C -3.69118 0.84948 6.45796 0.1559 -0.4653 0.8527 0.082
C 1.05450 1.99454 -0.04348 1.1533 -1.6196 -0.5181 -0.161
C -0.37984 0.29281 1.20989 0.8816 -1.5358 -0.1505 0.136
C 1.46066 3.43286 -4.70956 1.1496 1.0097 1.1412 0.207
C -0.14453 -3.34277 -3.67793 -0.8157 -0.8486 -0.0708 -0.190
C 6.72077 0.47646 -5.36702 -0.3071 2.3424 -1.3404 0.338
C 2.64941 -4.80886 1.89016 2.1030 -1.4681 0.0907 0.927
C -1.98423 2.50796 5.02585 0.5429 0.0295 -0.0766 0.198
C -2.68651 1.81217 7.17052 0.1677 -0.6797 -0.4028 0.920
C -3.14054 1.80331 -4.46940 -0.5198 0.3998 -0.0294 0.836
C -4.22576 0.59217 -0.66599 0.0906 0.9705 0.1089 -0.461
C -3.04709 -5.99015 -1.35250 2.1776 0.1745 1.0311 -0.527
C -0.07903 1.68239 0.89337 0.3705 0.7514 -0.6249 0.589
C 0.89055 6.07854 -0.31606 0.8173 0.3819 -0.7087 0.599
C 1.22406 7.42356 -0.90421 -1.1051 0.6173 0.0144 -0.369
C -3.33028 -4.41847 5.11735 -2.5587 0.7026 0.1595 0.815
C -5.45102 0.11072 -1.24584 -0.3406 -1.4616 -0.6480 0.264
C -2.96754 1.58571 4.34601 0.7819 -0.9128 -0.6654 0.911
C 0.79073 -0.43877 5.17109 1.2604 -1.6890 1.1073 0.105
C 4.99723 -5.32613 1.06579 -0.5753 0.2381 -0.6209 -1.056
C -1.51772 -4.14400 -0.69388 0.3971 -0.4349 -0.0680 0.336
C -2.09941 1.41124 -3.45620 0.7114 -1.0486 0.5266 0.089
C -1.08473 -2.96974 -4.72276 -0.8270 0.0381 -1.0318 0.439
C -1.25633 -2.93666 3.82783 -1.6860 0.9479 0.8858 0.678
H 0.46007 4.43286 -6.36667 0.5816 -0.0924 0.5071 0.441
H 7.91075 -1.30266 -5.38836 -0.7926 0.2701 0.9402 0.332
H -3.29099 -4.00262 -2.04002 1.2258 -0.9772 0.6473 0.295
H 2.76085 -3.36195 5.01356 -0.2566 -0.5665 -0.1561 0.545
H 1.34628 1.42684 4.16221 -0.3171 -0.6303 0.5838 0.423
H 6.59279 -2.36978 -3.57918 0.3111 -1.2621 0.8547 0.474
H -0.23322 -0.88486 6.61998 -0.1288 -0.4223 -0.0078 0.456
H -2.41765 6.76242 0.39115 0.6333 -0.2867 0.0226 0.433
H -1.31313 -0.04065 1.71975 0.8472 0.7449 -0.3425 0.378
H 0.43563 9.26665 -1.67525 -0.0919 -0.3033 0.3232 0.436
H -4.49197 0.01794 4.68019 0.1163 -0.0574 -0.1893 0.686
H 4.90143 -8.01536 3.54707 -0.2969 0.1081 -0.2881 0.382
H -1.62452 5.73766 -3.80409 -0.2184 -0.7128 0.2960 0.294
H 1.36088 -2.63250 -2.37717 -0.4845 -0.0802 -0.1020 0.235
H 0.32287 -1.60550 1.31097 0.6529 -0.3494 -0.3755 -0.618
H 1.87951 -6.23256 3.37002 0.0765 0.2790 -0.2612 0.457
H -7.33353 3.04180 -0.93984 -0.2643 0.0364 0.3335 0.454
H 2.84091 1.22925 -0.93696 0.0394 -0.0426 -0.1141 0.454
H 2.24941 7.67419 -1.11990 0.2126 -0.3491 -0.2153 0.442
H 0.40266 0.03421 -5.64587 -0.1634 -0.5289 0.0306 0.474
H 0.35536 -4.26993 3.00510 -0.2688 -0.5649 0.5444 0.017
H 2.34822 7.72400 -4.45113 0.3877 -0.1677 0.1387 0.393
H -2.65774 -0.38357 -3.84251 -0.2081 0.5560 -0.0030 0.255
H 5.46016 2.25098 -4.88136 0.1805 0.1471 -0.6356 0.514
H -3.86052 3.41401 -5.71421 0.6676 0.1681 1.0293 0.435
H -5.13530 -3.14543 5.64445 0.7612 0.1949 -0.0959 0.403
H 4.21055 1.27890 -3.08618 0.0446 -0.1554 -0.0001 0.006
H -2.30841 -6.18768 4.73001 0.3877 -0.7161 -0.2628 0.571
H -0.32706 1.92348 -2.27016 -0.4947 -0.2511 0.1928 0.166
H -0.55382 4.88684 0.74683 -0.2637 0.5353 -0.2579 0.549
H -0.45487 -7.01803 0.84015 -0.0283 -0.3784 0.0713 0.570
H 5.84398 -5.27545 0.42868 0.4972 0.6516 -0.6677 0.516
H -1.09330 3.29216 6.81360 -0.0538 -0.3873 -0.1066 0.468
H 3.51679 4.89637 -2.25109 -0.0815 0.7703 -0.0906 0.477
H -2.57192 -1.21001 3.96955 0.2026 -0.4021 0.3345 -0.208
H 4.12687 -1.30913 2.42520 0.1335 1.1770 -0.5848 0.374
H 3.12794 -2.93174 0.24363 -0.0455 -0.4479 -0.2385 0.269
H -3.87855 -6.34505 -1.87631 -1.1150 -0.7115 -0.5545 0.537
H 0.22688 -4.68312 0.56017 -0.8158 -0.2919 -0.6941 -0.185
H -1.25473 -1.63155 -6.50437 0.2544 -0.3886 0.3466 0.393
H -1.42463 2.77988 3.22469 -0.0322 0.1095 0.5958 0.174
H -3.99945 0.24680 8.21713 0.0489 0.3625 0.0173 0.387
H -0.25477 -4.33939 -3.27697 0.0240 -0.0202 0.2663 0.651
H 1.16422 2.98409 -0.50702 -0.2305 -0.3019 0.6579 -0.074
H 1.54268 1.61173 -4.17584 0.0484 0.2156 -0.0486 0.241
H -3.39947 -0.07567 -0.73313 0.5828 -0.4610 0.2827 0.903
H -7.44737 0.60022 -1.78860 -0.1556 0.5336 -0.2979 0.453
H -3.16767 2.00842 0.37491 -1.1236 0.6089 -0.2998 0.483
```
Positions in Å, forces in eV/Å.